Molecular formula: C55H47IrN6OPS
Method: DFT, the ωB97M-V functional and the def2-TZVPD basis

Energy relative to the best compared isomer or geometry (same formula, charge and spin) ... 0.00 kJ/mol
Charge ... +3

Positions of all 112 atoms, in Å:
Ir -0.267 -0.235 -0.120
C 5.006 0.805 0.705
N 3.811 0.159 0.156
C 2.540 0.487 0.452
N 1.729 -0.294 -0.269
C 2.489 -1.119 -1.060
C 3.811 -0.859 -0.779
C 5.032 -1.436 -1.356
C 5.184 -1.455 -2.742
C 6.325 -2.002 -3.305
C 7.316 -2.535 -2.490
C 7.164 -2.526 -1.110
C 6.026 -1.978 -0.541
C 1.826 -2.089 -1.935
C 2.264 -3.404 -2.047
C 1.560 -4.301 -2.839
C 0.422 -3.899 -3.527
C -0.009 -2.581 -3.441
C 0.700 -1.682 -2.656
P 1.925 1.761 1.630
C 0.822 0.588 2.478
N 0.044 -0.257 1.812
C -0.348 -1.273 2.657
C 0.137 -0.969 3.908
N 0.867 0.197 3.764
C 1.645 0.848 4.826
C 0.039 -1.713 5.173
C 0.471 -3.039 5.218
C 0.376 -3.754 6.400
C -0.151 -3.154 7.536
C -0.583 -1.835 7.494
C -0.487 -1.112 6.315
C -1.072 -2.418 2.108
C -0.909 -2.693 0.748
C -1.544 -3.743 0.109
C -2.362 -4.569 0.867
C -2.542 -4.317 2.224
C -1.907 -3.253 2.848
C 0.725 2.446 0.459
N 0.004 1.727 -0.408
C -0.590 2.596 -1.308
C -0.251 3.872 -0.915
N 0.580 3.746 0.175
C 1.170 4.864 0.917
C -0.642 5.185 -1.454
C -1.982 5.565 -1.413
C -2.367 6.792 -1.927
C -1.418 7.638 -2.488
C -0.082 7.263 -2.529
C 0.309 6.038 -2.011
C -1.328 2.159 -2.500
C -1.755 0.844 -2.603
C -2.431 0.346 -3.701
C -2.695 1.206 -4.756
C -2.265 2.526 -4.690
C -1.584 3.005 -3.582
H 4.765 1.829 0.978
H 5.781 0.806 -0.057
H 5.363 0.265 1.580
H 4.413 -1.034 -3.376
H 6.447 -2.006 -4.379
H 8.207 -2.959 -2.931
H 7.930 -2.954 -0.477
H 5.902 -2.000 0.536
H 3.139 -3.734 -1.502
H 1.905 -5.324 -2.919
H -0.110 -4.603 -4.153
H -0.858 -2.244 -4.021
H 0.458 -0.620 -2.739
H 1.886 0.104 5.578
H 1.066 1.650 5.278
H 2.563 1.250 4.406
H 0.892 -3.503 4.334
H 0.724 -4.778 6.440
H -0.226 -3.715 8.458
H -0.997 -1.370 8.378
H -0.843 -0.088 6.283
H -0.120 -2.161 0.179
H -1.370 -3.934 -0.942
H -2.854 -5.414 0.403
H -3.184 -4.965 2.807
H -2.061 -3.071 3.903
H 0.498 5.713 0.843
H 2.137 5.134 0.496
H 1.285 4.586 1.961
H -2.714 4.899 -0.970
H -3.405 7.093 -1.886
H -1.721 8.594 -2.893
H 0.653 7.920 -2.972
H 1.349 5.737 -2.066
H -1.560 0.192 -1.746
H -2.767 -0.682 -3.725
H -3.227 0.850 -5.628
H -2.458 3.195 -5.518
H -1.241 4.029 -3.574
C -3.471 -0.265 2.007
S -2.719 0.254 0.474
O -2.625 1.726 0.565
C -3.988 -0.174 -0.686
C -4.235 -1.502 -1.012
C -5.257 -1.783 -1.905
C -6.007 -0.747 -2.450
C -5.741 0.573 -2.111
C -4.720 0.874 -1.222
H -4.309 0.426 2.099
H -2.757 -0.124 2.815
H -3.810 -1.296 1.951
H -3.652 -2.303 -0.577
H -5.476 -2.809 -2.169
H -6.809 -0.972 -3.140
H -6.332 1.372 -2.537
H -4.486 1.894 -0.950

Molecular formula: C2H6N3OS
Method: DFT, the ωB97M-V functional and the def2-TZVPD basis

Energy relative to the best compared isomer or geometry (same formula, charge and spin) ... 405.98 kJ/mol
Charge ... +1

Positions of all 13 atoms, in Å:
C -0.163 -0.570 0.223
C 0.295 -1.393 1.386
N 0.475 2.538 -0.864
N 0.683 -0.026 -0.717
N -1.422 -0.086 -0.051
O -1.454 0.538 -1.227
S 0.087 1.323 -1.652
H 0.659 -0.755 2.122
H 1.317 -1.967 1.053
H -0.443 -2.184 1.666
H 0.576 3.390 -1.399
H 1.674 -0.263 -0.666
H -2.285 -0.545 0.126

Molecular formula: C15H48O13S
Method: DFT, the ωB97M-V functional and the def2-TZVPD basis

SMILES ... O=S1(=O)CCC[C@H](CCO)O1.CO.CO.CO.CO.CO.CO.CO.CO.CO

Positions of all 77 atoms, in Å:
O -0.273 -4.908 2.387
S -1.011 -5.483 1.116
O -1.939 -6.623 1.697
C 0.285 -6.345 0.094
C 0.779 -5.381 -1.134
C -0.572 -4.778 -1.831
C -1.473 -3.789 -0.880
C -0.758 -2.297 -0.623
C 0.276 -2.268 0.642
O 0.832 -0.875 0.690
O -2.023 -4.394 0.332
H -0.162 -7.336 -0.347
H 1.175 -6.633 0.813
H 1.279 -6.104 -1.943
H 1.600 -4.596 -0.858
H -0.218 -4.143 -2.770
H -1.237 -5.654 -2.288
H -2.424 -3.513 -1.551
H -1.671 -1.585 -0.335
H -0.322 -1.836 -1.627
H 1.213 -2.969 0.540
H -0.288 -2.393 1.686
H 1.143 -0.677 -0.250
C 4.415 0.383 1.648
O 3.550 -0.440 0.887
H 5.450 0.136 1.400
H 4.225 1.432 1.407
H 4.245 0.206 2.713
H 2.640 -0.199 1.128
C -1.797 1.177 1.114
O -2.661 0.353 0.353
H -0.762 0.930 0.867
H -1.986 2.226 0.873
H -1.967 1.000 2.179
H -3.572 0.595 0.594
C -3.488 0.033 -3.340
O -2.199 0.415 -2.896
H -3.441 -0.202 -4.406
H -3.818 -0.850 -2.788
H -4.188 0.857 -3.182
H -2.272 0.618 -1.947
C 3.959 3.785 -0.437
O 3.491 4.029 0.877
H 3.380 2.968 -0.874
H 3.830 4.685 -1.044
H 5.014 3.504 -0.403
H 4.023 4.758 1.239
C 0.345 -7.675 4.784
O -0.927 -7.055 4.815
H 0.657 -7.898 5.808
H 0.285 -8.605 4.214
H 1.070 -6.999 4.324
H -1.177 -6.870 3.894
C -0.444 4.779 -0.267
O -0.003 3.725 0.568
H -1.514 4.659 -0.455
H -0.269 5.736 0.229
H 0.097 4.744 -1.216
H 0.949 3.858 0.717
C 7.918 4.060 0.171
O 6.713 4.749 0.451
H 7.848 3.045 0.569
H 8.070 4.016 -0.911
H 8.754 4.579 0.646
H 6.805 5.646 0.086
C -7.777 0.177 -3.619
O -6.488 0.558 -3.174
H -7.730 -0.059 -4.684
H -8.107 -0.707 -3.066
H -8.477 1.001 -3.461
H -6.561 0.762 -2.226
C -1.689 8.760 0.736
O -1.428 7.972 -0.411
H -1.116 8.363 1.578
H -1.386 9.793 0.547
H -2.755 8.719 0.972
H -1.949 8.348 -1.140

Number 1: LUMO energy -8.844 eV, calculated total energy -91727.2886 eV. Number 2: LUMO energy -4.212 eV, calculated total energy -19514.0140 eV. Number 3: LUMO energy 0.179 eV, calculated total energy -53776.8875 eV.